2 unconnected molecules or ions with the total composition C2H9NS2 in a non-equilibrium geometry. Source: the Open Molecules 2025 dataset; level of theory: ωB97M-V/def2-TZVPD.

Atoms and positions in Å:
C  0.680446  0.994269  2.819343
S  0.832978  -0.510040  3.883632
S  2.963278  -0.654031  3.812532
H  -0.369764  1.112269  2.572845
H  1.139727  1.802694  3.377114
H  1.210075  0.851918  1.877949
H  3.102804  -1.338463  4.964963
C  -1.264058  -0.870627  -3.477514
N  -1.421467  0.402682  -2.775846
H  -1.787820  -0.922075  -4.437520
H  -0.194329  -1.049958  -3.580249
H  -1.642588  -1.708748  -2.888235
H  -2.364520  0.767766  -2.887703
H  -0.884762  1.122343  -3.261311

Forces on the atoms, in the same order (eV/Å):
C 0.668 -0.854 0.345
S 0.488 0.249 -0.538
S -0.618 -0.044 0.029
H -0.093 0.196 0.324
H -0.344 0.351 -0.129
H 0.047 -0.116 0.064
H -0.151 0.213 -0.103
C -0.056 -0.173 0.163
N -0.216 0.725 -0.308
H 0.317 0.036 -0.155
H -0.065 -0.069 -0.334
H -0.079 0.199 0.201
H -0.090 -0.388 0.253
H 0.192 -0.327 0.189

* energy relative to the best compared isomer or geometry (same formula, charge and spin): 79.32 kJ/mol
* HOMO-LUMO gap: 8.70 eV
* SMILES: CSS.CN
* molecular weight: 111.235 g mol⁻¹
* HOMO level: -8.250 eV